Entry 1:
Computed, not measured: a cluster of 2 separate species, C4H8O in total, with ωB97M-V with the def2-TZVPD basis set.

```
13
Properties=species:S:1:pos:R:3:nbo_charge:R:1
C -1.658 -0.156 0.337 -0.661
C -0.516 0.774 0.031 -0.176
C 0.542 0.955 0.818 -0.405
C 1.520 -0.935 -0.955 0.284
O 2.395 -0.342 -1.532 -0.527
H -2.467 0.383 0.841 0.229
H -1.344 -0.974 0.995 0.213
H -2.078 -0.593 -0.576 0.217
H 0.514 -1.095 -1.393 0.107
H -0.564 1.315 -0.915 0.204
H 1.353 1.621 0.534 0.213
H 0.651 0.420 1.761 0.192
H 1.652 -1.373 0.054 0.110
```

Output
Gap between HOMO and LUMO in eV: 10.835
ΔE to the lowest compared entry with this formula, charge and spin in kcal per mole: 39.4
Total energy in hartree: -232.3828
Net charge: 0
2S+1: 1
Molecular weight in Da: 72.1
LUMO in eV: 1.0
E_HOMO in Eh: -0.3626
SMILES string: C=CC.C=O

Entry 2:
Computed, not measured: a cluster of 6 separate species, C29H67N2O14P3 in total, with ωB97M-V with the def2-TZVPD basis set.

```
115
Properties=species:S:1:pos:R:3:lowdin_charge:R:1
C -1.147 4.396 0.253 -0.050
C -0.933 2.883 0.316 -0.233
O -1.890 2.143 -0.447 -0.009
C -1.531 1.951 -1.729 -0.483
O -0.772 2.712 -2.317 0.090
C -2.125 0.778 -2.448 -0.076
C -2.749 -0.358 -1.615 -0.153
C -1.852 -1.568 -1.375 -0.135
C -0.785 -1.498 -0.243 -0.339
C 0.439 -0.819 -0.848 -0.118
C 1.230 -1.706 -1.751 -0.233
N 1.089 -1.614 -3.005 0.146
C -0.596 -3.007 0.152 -0.230
C 0.756 -3.637 0.620 -0.121
C 1.839 -2.793 1.301 -0.217
C 3.270 -3.303 0.953 -0.175
P 4.289 -2.113 0.079 0.498
O 4.540 -2.507 -1.314 -0.260
O 5.643 -2.085 0.933 -0.192
C 6.670 -1.223 0.446 -0.263
C 6.625 0.183 1.051 -0.064
O 3.631 -0.656 0.199 -0.220
C 3.786 0.217 -0.929 -0.265
C 3.268 1.592 -0.533 -0.048
N -1.654 -3.354 1.147 0.110
C -2.217 -2.117 1.594 -0.452
O -3.226 -2.007 2.283 0.085
C -1.399 -0.938 1.050 -0.349
P -0.301 -0.078 2.303 0.972
P -0.545 -1.204 4.152 0.227
O -1.883 -0.914 4.659 -0.300
O 0.578 -0.778 5.194 -0.144
O -0.302 -2.772 3.978 -0.146
H -1.992 4.572 -0.402 0.079
H -0.295 4.876 -0.200 0.061
H -1.346 4.816 1.227 0.073
H -1.053 2.575 1.343 0.070
H 0.079 2.619 0.038 0.104
H -2.914 1.192 -3.068 0.129
H -1.395 0.380 -3.137 0.121
H -3.570 -0.730 -2.213 0.095
H -3.217 0.060 -0.730 0.108
H -1.355 -1.794 -2.308 0.102
H -2.530 -2.399 -1.207 0.108
H 1.100 -0.393 -0.104 0.059
H 0.157 0.018 -1.475 0.112
H 1.913 -2.440 -1.338 0.092
H 1.700 -2.274 -3.480 0.062
H -0.799 -3.583 -0.743 0.137
H 1.205 -4.124 -0.237 0.100
H 0.504 -4.450 1.290 0.108
H 1.783 -2.863 2.379 0.081
H 1.821 -1.744 1.063 0.024
H 3.790 -3.562 1.869 0.073
H 3.266 -4.197 0.346 0.100
H 7.608 -1.676 0.734 0.113
H 6.683 -1.164 -0.635 0.105
H 6.638 0.921 0.255 0.066
H 5.722 0.363 1.618 0.075
H 7.500 0.391 1.647 0.069
H 3.229 -0.121 -1.792 0.097
H 4.818 0.321 -1.238 0.106
H 2.489 1.520 0.215 0.061
H 2.856 2.076 -1.410 0.079
H 4.063 2.231 -0.177 0.071
H -2.394 -3.760 0.582 0.137
H -2.178 -0.197 0.944 0.086
H 1.039 -0.282 1.920 -0.080
H 0.231 0.014 5.620 0.079
H -0.429 -3.084 3.075 0.032
C 2.250 -5.762 5.618 -0.082
C 2.233 -5.150 4.231 -0.317
O 3.551 -5.046 3.686 -0.087
H 2.869 -5.163 6.287 0.078
H 1.243 -5.822 6.032 0.078
H 2.676 -6.768 5.592 0.073
H 1.825 -4.142 4.266 0.086
H 1.611 -5.748 3.554 0.111
H 3.922 -5.932 3.640 0.084
C -2.361 8.103 -0.991 -0.089
C -0.874 8.410 -0.987 -0.314
O -0.101 7.249 -1.272 -0.097
H -2.590 7.330 -0.257 0.066
H -2.947 8.994 -0.756 0.072
H -2.674 7.730 -1.968 0.075
H -0.560 8.764 -0.006 0.109
H -0.643 9.187 -1.724 0.109
H -0.357 6.932 -2.147 0.060
C -5.496 -1.509 4.680 -0.090
C -6.719 -1.267 3.817 -0.323
O -7.903 -1.100 4.602 -0.094
H -5.641 -2.395 5.300 0.078
H -4.608 -1.647 4.068 0.035
H -5.325 -0.665 5.351 0.075
H -6.899 -2.117 3.160 0.108
H -6.575 -0.378 3.195 0.106
H -7.762 -0.345 5.178 0.071
C 2.942 6.517 -4.900 -0.092
C 1.920 6.055 -3.878 -0.314
O 0.591 6.395 -4.276 -0.088
H 2.875 7.595 -5.043 0.075
H 3.955 6.267 -4.581 0.073
H 2.760 6.047 -5.869 0.071
H 2.090 6.539 -2.918 0.106
H 1.984 4.972 -3.732 0.110
H 0.413 5.964 -5.116 0.082
C -5.017 -2.968 -5.610 -0.090
C -3.601 -2.648 -5.170 -0.304
O -3.473 -2.672 -3.748 -0.091
H -5.720 -2.257 -5.174 0.076
H -5.109 -2.931 -6.696 0.075
H -5.310 -3.964 -5.271 0.072
H -3.317 -1.647 -5.492 0.113
H -2.893 -3.360 -5.607 0.110
H -3.709 -3.554 -3.450 0.085
```

Output
Gap between HOMO and LUMO in eV: 9.497
Total energy in hartree: -3332.2057
Net charge: 0
2S+1: 1
Molecular weight in Da: 760.8
LUMO in eV: 0.2
E_HOMO in Eh: -0.3427
SMILES string: [H]/N=C/C[C@]1(CCCC(=O)OCC)[C@H](PP(=O)(O)O)C(=O)N[C@@H]1CCCP(=O)(OCC)OCC.CCO.CCO.CCO.CCO.CCO

Entry 3:
Computed, not measured: the ion C2H7N4S with charge +1, with ωB97M-V with the def2-TZVPD basis set.

```
14
Properties=species:S:1:pos:R:3:nbo_charge:R:1
C -0.533 0.342 -1.168 -0.082
C 1.923 0.442 -0.613 -0.121
N 0.159 -0.791 0.773 -0.656
N -0.784 -0.514 -0.234 -0.053
N -1.916 -1.389 -0.173 -0.646
N 1.509 1.564 0.281 -0.779
S 1.705 -1.152 -0.013 0.590
H -1.307 0.534 -1.848 0.197
H -0.028 -1.377 1.552 0.425
H -2.684 -1.128 -0.660 0.386
H -2.265 -1.776 0.742 0.396
H 0.858 1.091 1.070 0.441
H 1.015 2.269 -0.287 0.471
H 2.348 1.885 0.578 0.432
```

Output
Gap between HOMO and LUMO in eV: 8.757
ΔE to the lowest compared entry with this formula, charge and spin in kcal per mole: 164.8
Total energy in hartree: -697.0834
Net charge: +1
2S+1: 1
Molecular weight in Da: 119.2
LUMO in eV: -4.8
E_HOMO in Eh: -0.4999